{"formula": "C35H52F6INO12", "method": "the ωB97M-V functional and the def2-TZVPD basis", "species": ["C", "C", "O", "C", "C", "O", "C", "C", "C", "C", "C", "C", "I", "C", "C", "C", "C", "O", "C", "F", "F", "C", "F", "F", "C", "F", "F", "C", "O", "O", "C", "C", "C", "O", "N", "C", "C", "O", "C", "C", "O", "C", "O", "H", "H", "H", "H", "H", "H", "H", "H", "H", "H", "H", "H", "H", "H", "H", "H", "H", "H", "H", "H", "H", "H", "H", "H", "H", "H", "H", "H", "C", "C", "C", "O", "H", "H", "H", "H", "H", "H", "H", "H", "C", "C", "C", "O", "H", "H", "H", "H", "H", "H", "H", "H", "C", "C", "C", "O", "H", "H", "H", "H", "H", "H", "H", "H"], "positions_angstrom": [[-6.835622, 1.010475, 1.125162], [-5.322620, 1.099157, 1.095261], [-4.872899, 2.244186, 0.395603], [-3.744449, 1.980125, -0.414147], [-2.535615, 1.528917, 0.415857], [-1.308310, 2.133522, -0.043149], [-0.266335, 1.240374, -0.180079], [0.743438, 1.223424, 0.746556], [0.653850, 2.207305, 1.888036], [-0.457991, 1.891694, 2.917060], [1.780091, 0.320657, 0.622919], [2.871793, 0.392783, 1.653562], [2.381602, -0.661398, 3.482207], [4.299198, 0.129052, 1.180087], [4.683948, 0.953065, -0.050402], [1.742888, -0.568162, -0.445510], [2.779344, -1.652006, -0.701371], [3.578501, -1.536341, -1.610217], [2.860744, -2.971677, 0.121477], [2.221852, -2.878548, 1.299276], [4.152514, -3.183180, 0.397983], [2.330389, -4.248136, -0.606345], [1.569164, -3.973788, -1.656451], [3.394322, -4.927753, -1.064423], [1.557438, -5.239335, 0.306211], [2.265230, -5.592158, 1.379009], [1.392642, -6.348863, -0.436689], [0.129211, -4.783097, 0.660337], [-0.783953, -4.834288, -0.128933], [0.009239, -4.315779, 1.903213], [0.750859, -0.470024, -1.352343], [-0.276616, 0.422381, -1.259849], [-1.239612, 0.275702, -2.393265], [-2.243921, 0.895798, -2.639397], [-0.688076, -0.762013, -3.215089], [-0.486384, -0.164151, -4.575890], [0.447175, 1.037480, -4.576638], [-0.244996, 2.292630, -4.627867], [-0.878949, 2.520289, -5.788467], [-1.829231, 3.677693, -5.702948], [-0.694154, 1.891135, -6.807938], [0.515159, -1.234559, -2.624691], [1.173246, -2.080100, -3.179747], [-7.295575, 1.993569, 1.124956], [-7.156734, 0.521667, 2.040367], [-7.215217, 0.387574, 0.323337], [-4.926916, 0.159985, 0.702957], [-4.972204, 1.175175, 2.126776], [-3.510763, 2.846584, -1.015013], [-4.024666, 1.161854, -1.074139], [-2.447926, 0.447054, 0.382073], [-2.739717, 1.778915, 1.450793], [0.428094, 3.174505, 1.455582], [1.575201, 2.324724, 2.439222], [-0.118057, 2.043820, 3.935852], [-1.267657, 2.588922, 2.752287], [-0.824758, 0.875869, 2.823945], [2.879154, 1.414073, 1.990929], [4.465869, -0.937468, 1.072439], [4.945715, 0.436665, 1.994804], [5.677094, 1.355143, 0.119186], [4.019750, 1.793507, -0.240370], [4.756240, 0.368107, -0.959183], [-0.888740, -3.975262, 1.994115], [-1.437275, 0.047006, -5.040200], [-0.021466, -0.945886, -5.165906], [1.096014, 1.083337, -3.708731], [1.113111, 0.980810, -5.431158], [-2.571575, 3.459059, -4.942391], [-2.265396, 3.887260, -6.665640], [-1.260906, 4.532364, -5.343675], [0.300383, 6.147272, -0.588848], [0.947683, 5.209725, -1.596771], [0.012506, 4.907023, -2.752073], [1.315833, 3.983110, -0.961612], [-0.602928, 5.693715, -0.170374], [0.978715, 6.345153, 0.242622], [0.029260, 7.097557, -1.050530], [1.870973, 5.656822, -1.967421], [-0.892244, 4.410235, -2.388711], [0.491765, 4.227381, -3.452350], [-0.279781, 5.814818, -3.284605], [0.506875, 3.572809, -0.635279], [7.651654, -5.588329, -1.938718], [8.013330, -5.704439, -0.465449], [7.413625, -6.958233, 0.153547], [7.559502, -4.550011, 0.238570], [6.567297, -5.520136, -2.062778], [8.083576, -4.683761, -2.367766], [8.011531, -6.449032, -2.504754], [9.098294, -5.724999, -0.355349], [6.322087, -6.931021, 0.091806], [7.676419, -7.026049, 1.209691], [7.766519, -7.858452, -0.352124], [6.600766, -4.513563, 0.152937], [-8.411336, -0.225410, 5.885752], [-6.908952, -0.006803, 5.793432], [-6.433285, 1.012664, 6.817056], [-6.560521, 0.426138, 4.477244], [-8.947395, 0.705831, 5.683133], [-8.737967, -0.954561, 5.143727], [-8.699869, -0.582302, 6.875285], [-6.391300, -0.953329, 5.952358], [-6.909149, 1.981563, 6.642846], [-5.356249, 1.162210, 6.735825], [-6.664746, 0.691467, 7.833473], [-7.007665, 1.263522, 4.315022]], "atomic_forces_ev_per_a": [[-0.1, -0.2, 0.2], [-0.3, 0.1, 0.9], [0.1, 0.2, -0.3], [-0.2, -0.8, 0.2], [-0.4, 0.2, -0.3], [0.1, -0.1, 0.4], [-2.0, 1.3, 0.1], [0.2, 0.9, 1.2], [-0.5, 0.1, 0.3], [0.1, 0.3, -0.3], [0.4, -0.5, 0.6], [0.5, 0.2, -0.4], [0.0, 0.2, -0.1], [-0.3, -0.2, 0.3], [0.4, -0.1, 0.0], [1.7, -1.4, 0.8], [1.0, 0.5, -1.5], [-1.0, -0.4, 1.2], [0.0, 0.1, -0.2], [-0.5, 0.3, 0.1], [0.5, 0.0, 0.1], [0.6, -0.5, 0.1], [-0.5, 0.3, 0.1], [0.3, -0.2, -0.1], [-0.7, -0.4, -0.3], [0.3, 0.3, 0.4], [0.0, -0.3, -0.3], [-1.3, 0.4, -0.3], [1.0, 0.0, 0.6], [0.5, -0.1, 0.0], [-0.9, -1.1, -2.0], [-0.4, -0.1, 0.1], [0.2, -0.4, 0.2], [0.7, -0.3, 0.1], [-0.4, 2.1, 0.0], [0.5, -1.3, -0.1], [0.3, 0.2, -0.5], [-0.2, -0.4, 0.2], [-0.2, 0.2, -1.3], [0.6, 0.0, 0.6], [0.1, -0.1, 0.8], [0.2, -0.9, -1.1], [-0.1, 0.9, 0.5], [0.0, 0.2, -0.2], [0.1, -0.1, 0.2], [-0.2, 0.2, -0.4], [0.2, 0.1, -0.3], [0.1, -0.1, 0.1], [0.0, 0.3, 0.0], [0.1, 0.1, -0.4], [0.2, -0.2, -0.1], [0.3, 0.3, 0.2], [0.1, 0.3, 0.0], [0.1, 0.0, -0.2], [0.2, -0.1, 0.1], [-0.4, 0.0, 0.1], [-0.1, -0.2, 0.0], [0.1, 0.1, 0.1], [0.2, -0.1, -0.3], [0.1, -0.1, 0.3], [0.1, 0.2, 0.0], [-0.2, 0.1, 0.1], [-0.2, -0.1, -0.1], [-0.3, 0.0, 0.0], [-0.3, 0.1, 0.1], [0.0, -0.1, -0.1], [-0.1, 0.0, 0.3], [0.0, -0.1, -0.2], [-0.3, 0.0, 0.0], [-0.1, -0.1, -0.2], [-0.1, 0.2, 0.0], [0.2, 0.0, 0.2], [-0.6, 0.0, 0.2], [0.1, 0.0, -0.2], [0.4, 0.0, 0.0], [0.0, 0.0, -0.1], [0.0, 0.0, 0.0], [0.0, 0.0, 0.0], [0.1, -0.1, 0.0], [0.0, 0.0, 0.0], [0.0, 0.0, 0.0], [0.0, 0.0, 0.0], [-0.1, 0.1, -0.1], [0.1, 0.1, -0.1], [-0.5, -0.1, -0.2], [0.1, 0.0, 0.2], [0.3, 0.1, 0.1], [0.0, -0.1, 0.0], [0.0, 0.0, 0.0], [0.0, 0.0, 0.0], [0.0, 0.1, 0.1], [0.0, 0.0, -0.1], [0.0, 0.0, 0.0], [0.0, 0.0, 0.0], [0.0, 0.0, 0.0], [0.0, -0.2, -0.1], [-0.3, 0.5, 0.1], [0.2, 0.0, 0.0], [0.2, -0.3, 0.0], [0.0, 0.0, 0.1], [0.0, 0.0, 0.0], [0.0, 0.0, 0.0], [0.1, 0.0, -0.1], [-0.1, 0.0, 0.0], [0.0, 0.0, 0.0], [0.0, 0.0, 0.0], [0.0, 0.0, 0.0]], "energy_ev": -87603.1493, "e_lumo_ev": -0.98, "smiles": "CCOCCOc1c(CC)c([C@@H](I)CC)c(C(=O)C(F)(F)C(F)(F)C(F)(F)C(=O)O)c2c1C(=O)N(CCOC(C)=O)C2=O.CC(C)O.CC(C)O.CC(C)O"}